# 1
C4H12 | ωB97M-V/def2-TZVPD

Properties
HOMO energy (spin up / spin down) (eV): -16.38 / -15.32
⟨S²⟩: 0.754
Energy above the lowest of the compared OMol25 structures with the same formula, charge and spin (kcal per mole): 7.0
Orbital gap (spin up / spin down) (eV): 13.442 / 4.464

Structure (ORCA input):
```
! RIJCOSX wB97M-V def2-TZVPD def2/J DEFGRID3
* xyz 1 2
C 0.761 1.213 1.041
C -0.372 2.139 1.342
H 1.791 1.547 1.195
H 0.631 0.222 1.479
H 0.671 1.111 -0.083
H -0.250 2.480 2.402
H -1.386 1.730 1.403
H -0.396 3.072 0.785
C -0.871 -1.553 -1.485
C 0.467 -1.816 -0.930
H -0.928 -0.472 -1.746
H -1.051 -1.998 -2.466
H -1.694 -1.849 -0.836
H 0.610 -2.612 -0.157
H 0.684 -1.046 -0.090
H 1.307 -1.895 -1.610
*
```



# 2
C4H12 | ωB97M-V/def2-TZVPD

Properties
HOMO energy (spin up / spin down) (eV): -16.83 / -15.46
⟨S²⟩: 0.753
Energy above the lowest of the compared OMol25 structures with the same formula, charge and spin (kcal per mole): 23.1
Orbital gap (spin up / spin down) (eV): 13.957 / 3.815

Structure (ORCA input):
```
! RIJCOSX wB97M-V def2-TZVPD def2/J DEFGRID3
* xyz 1 2
C -1.175 -1.271 -1.370
C 0.324 -1.228 -1.340
H -1.629 -0.686 -2.213
H -1.641 -2.251 -1.396
H -1.720 -0.698 -0.571
H 0.633 -0.784 -0.371
H 0.623 -0.675 -2.237
H 0.719 -2.237 -1.297
C 0.408 0.620 1.880
C 0.584 1.733 0.876
H 1.219 0.674 2.644
H -0.552 0.840 2.333
H 0.473 -0.364 1.401
H 1.259 2.611 1.022
H -0.377 2.266 0.784
H 0.851 1.450 -0.146
*
```



# 3
C4H12BClN2 | ωB97M-V/def2-TZVPD

Properties
SMILES string: CN(C)B(Cl)N(C)C
HOMO energy (eV): -8.45
Orbital gap (eV): 9.175

Structure (ORCA input):
```
! RIJCOSX wB97M-V def2-TZVPD def2/J DEFGRID3
* xyz 0 1
Cl -1.245 -1.265 1.796
B -0.346 -0.295 0.575
N -0.948 0.683 -0.288
N 0.984 -0.756 0.296
C -2.120 0.610 -1.007
C -0.610 2.019 0.105
C 1.927 -0.974 1.424
C 1.250 -1.359 -0.983
H -2.082 0.143 -1.988
H -2.774 -0.008 -0.288
H -2.710 1.511 -1.103
H -1.217 2.659 -0.562
H 0.400 2.339 -0.049
H -0.989 2.234 1.064
H 2.325 0.023 1.759
H 2.751 -1.538 0.968
H 1.534 -1.508 2.291
H 0.821 -2.365 -1.139
H 2.315 -1.450 -1.186
H 0.733 -0.702 -1.684
*
```